Record 1
Entry from the OMol25 dataset: a cluster of 7 separate species, C42H47N2O12 in total at a distorted geometry (ωB97M-V/def2-TZVPD).

```
103
Properties=species:S:1:pos:R:3:mulliken_charge:R:1
C 28.46 37.83 4.96 -0.03
C 28.48 38.22 3.38 -0.57
N 28.70 39.67 3.33 0.54
C 29.80 40.27 2.83 -0.71
C 29.55 41.63 2.72 -0.33
N 28.25 41.75 3.05 0.27
C 27.68 40.58 3.35 -0.42
C 27.66 43.10 3.17 -0.72
H 27.82 38.24 5.69 -0.01
H 29.43 38.26 5.53 -0.07
H 28.31 36.77 5.08 0.24
H 27.55 37.76 3.10 0.26
H 29.28 37.67 2.63 0.03
H 30.70 39.84 2.73 0.79
H 30.44 42.38 2.41 0.30
H 26.75 40.29 3.78 0.59
H 28.06 43.95 2.65 0.45
H 27.60 43.48 4.38 0.08
H 26.67 42.97 2.94 0.25
C 30.34 33.52 1.31 -0.83
C 30.81 35.04 1.34 -0.52
C 31.54 35.40 2.50 0.64
C 31.57 34.44 3.59 -0.23
C 31.08 33.15 3.48 -0.61
C 30.60 32.64 2.34 0.84
O 30.24 31.37 2.23 -0.56
O 32.09 36.65 2.70 -0.46
H 29.78 33.27 0.30 0.16
H 31.18 35.62 0.52 0.49
H 32.12 34.41 4.54 0.26
H 31.13 32.47 4.36 0.34
H 30.42 30.88 1.37 0.37
H 32.69 36.84 3.29 0.25
C 23.65 42.04 -0.95 -0.69
C 24.14 42.26 -2.40 -0.29
C 25.15 43.11 -2.72 0.18
C 25.87 43.70 -1.67 -0.39
C 25.56 43.49 -0.26 -0.69
C 24.44 42.72 0.09 0.37
O 24.17 42.37 1.39 -0.36
O 25.62 43.25 -3.96 -0.55
H 22.87 41.42 -0.77 0.51
H 23.58 41.73 -3.21 0.26
H 26.52 44.51 -1.79 0.42
H 25.98 44.01 0.51 0.58
H 23.21 42.44 1.49 0.31
H 24.90 43.38 -4.69 0.36
C 27.54 33.62 4.43 -0.59
C 26.80 33.30 5.86 -0.68
C 25.62 34.12 6.18 0.53
C 25.27 35.15 5.20 -0.69
C 26.00 35.49 4.03 -0.40
C 27.16 34.73 3.60 0.66
O 27.79 34.96 2.47 -0.53
O 25.10 33.85 7.37 -0.55
H 28.43 33.08 4.28 0.26
H 27.15 32.58 6.55 0.39
H 24.56 35.81 5.69 0.32
H 25.73 36.34 3.56 0.61
H 28.53 34.42 2.40 0.26
H 25.37 33.23 8.00 0.34
C 28.98 36.46 8.21 -0.09
C 30.05 35.89 7.42 -0.93
C 31.23 36.61 7.30 0.25
C 31.14 37.95 7.64 -0.37
C 30.02 38.59 8.22 -0.32
C 28.94 37.81 8.64 0.36
O 27.94 38.30 9.36 -0.68
O 32.32 36.07 6.72 -0.56
H 27.98 35.86 8.59 0.08
H 30.03 34.96 7.20 1.04
H 32.09 38.58 7.41 0.12
H 30.05 39.56 8.59 0.44
H 28.10 39.25 9.67 0.35
H 32.86 36.51 6.08 0.29
C 30.96 42.85 8.73 -0.37
C 32.20 42.12 8.56 -0.75
C 32.38 41.45 7.27 0.25
C 31.47 41.61 6.27 0.11
C 30.27 42.19 6.51 -0.07
C 29.96 42.93 7.81 0.26
O 28.79 43.50 8.00 -0.45
O 33.60 40.89 7.06 -0.58
H 30.80 43.54 9.71 0.09
H 33.26 42.23 9.18 0.27
H 31.77 41.26 5.38 0.57
H 29.53 42.49 5.78 0.01
H 28.70 44.14 8.72 0.33
H 33.65 40.44 6.18 0.32
C 24.37 39.23 6.00 -0.53
C 24.04 40.61 5.26 -0.95
C 24.79 41.73 5.78 0.71
C 25.57 41.58 6.87 -0.50
C 25.98 40.41 7.36 -0.44
C 25.37 39.18 6.97 0.17
O 25.86 37.98 7.48 -0.38
O 24.47 42.87 5.03 -0.50
H 24.10 38.25 5.66 0.41
H 23.25 40.51 4.57 0.53
H 26.06 42.45 7.04 0.37
H 26.69 40.46 8.07 0.51
H 26.54 38.00 8.00 0.26
H 25.06 43.52 5.44 0.33
```

Calculated values
Total charge: +1
HOMO, Ha: -0.35199
Relative energy (zero: lowest compared OMol25 entry of this formula, charge and spin), kcal per mole: 73.9
Max |F|, hartree/bohr: 0.20568
Total energy, eV: -71845.873

***

Record 2
Entry from the OMol25 dataset: a structure of composition C42H47N5P2SSiTeTl (ωB97M-V/def2-TZVPD).

```
100
Properties=species:S:1:pos:R:3:mulliken_charge:R:1
Tl 1.05 0.03 1.33 0.90
C 3.04 3.51 2.24 -1.19
C 3.93 2.38 1.79 0.42
C 5.30 2.55 1.64 -0.77
C 6.05 1.45 1.24 -0.49
C 5.44 0.23 1.03 -0.61
C 4.04 0.09 1.23 0.48
N 3.34 1.20 1.59 -0.05
N 3.33 -1.02 1.07 0.09
Si 3.84 -2.63 1.25 -0.02
C 4.65 -2.94 2.94 -1.17
C 2.30 -3.70 1.09 -0.39
C 5.04 -3.28 -0.05 -1.15
H 3.28 3.80 3.26 0.39
H 2.00 3.21 2.20 -0.01
H 3.17 4.39 1.60 0.36
H 5.75 3.52 1.82 0.41
H 7.12 1.54 1.09 0.39
H 6.02 -0.62 0.69 0.21
H 4.22 -2.26 3.68 0.26
H 5.72 -2.76 2.90 0.37
H 4.50 -3.97 3.27 0.38
H 1.64 -3.60 1.95 0.02
H 2.54 -4.76 0.98 0.39
H 1.74 -3.39 0.20 -0.12
H 5.98 -2.73 -0.08 0.36
H 4.60 -3.24 -1.05 0.28
H 5.28 -4.33 0.16 0.31
Te -2.59 0.45 -3.18 0.26
C -4.15 1.35 -2.04 -0.14
C -5.26 0.62 -1.63 -0.21
C -6.27 1.24 -0.92 -0.41
N -6.25 2.53 -0.58 -0.69
C -5.20 3.23 -0.98 -0.41
C -4.14 2.70 -1.71 0.15
C -1.00 0.16 -1.86 -0.83
P -0.60 -1.45 -1.28 0.40
C -1.81 -1.95 0.02 0.86
C -1.49 -3.01 0.87 0.16
C -2.37 -3.42 1.87 -0.97
C -3.57 -2.75 2.07 -0.66
C -3.89 -1.67 1.25 -0.34
C -3.02 -1.29 0.23 0.49
C -1.10 -2.59 -2.63 0.32
C -2.00 -3.64 -2.52 -0.48
C -2.28 -4.47 -3.60 -0.72
C -1.66 -4.27 -4.81 -0.48
C -0.74 -3.23 -4.95 -0.63
C -0.46 -2.41 -3.87 -0.12
P 0.31 1.33 -1.66 0.51
C -0.31 2.68 -0.57 1.04
C 0.46 3.81 -0.35 -1.05
C 0.04 4.81 0.51 -0.78
C -1.16 4.68 1.19 -0.82
C -1.94 3.55 1.00 -0.34
C -1.51 2.55 0.13 -0.90
C 0.39 2.27 -3.24 0.06
C 1.06 1.64 -4.29 -0.48
C 1.12 2.21 -5.55 -0.71
C 0.51 3.43 -5.79 -0.45
C -0.15 4.08 -4.76 -0.74
C -0.21 3.50 -3.50 0.07
H -5.34 -0.44 -1.86 0.34
H -7.14 0.68 -0.59 0.39
H -5.18 4.28 -0.70 0.39
H -3.32 3.34 -2.01 0.32
H -0.55 -3.53 0.74 0.19
H -2.11 -4.28 2.49 0.48
H -4.25 -3.06 2.85 0.26
H -4.81 -1.13 1.40 0.45
H -3.28 -0.44 -0.39 -0.87
H -2.52 -3.81 -1.58 0.33
H -3.00 -5.27 -3.48 0.38
H -1.88 -4.91 -5.66 0.36
H -0.24 -3.06 -5.89 0.40
H 0.25 -1.60 -3.98 0.28
H 1.42 3.92 -0.86 0.52
H 0.66 5.69 0.67 0.41
H -1.49 5.46 1.87 0.35
H -2.87 3.43 1.53 0.58
H -2.10 1.66 -0.02 0.77
H 1.55 0.69 -4.11 0.34
H 1.65 1.70 -6.35 0.39
H 0.55 3.88 -6.77 0.36
H -0.63 5.03 -4.93 0.39
H -0.75 4.00 -2.71 0.17
C -2.12 0.99 3.36 -1.12
N -1.65 -0.36 3.63 -0.05
C -0.46 -0.63 4.21 0.34
S 0.59 0.58 4.74 -0.31
N -0.19 -1.95 4.31 -0.12
C 1.06 -2.52 4.75 -0.78
H -3.19 0.94 3.17 0.37
H -1.62 1.42 2.49 0.28
H -1.93 1.63 4.21 0.42
H -2.06 -1.08 3.06 0.21
H -0.83 -2.57 3.84 0.07
H 1.65 -1.73 5.22 0.35
H 1.63 -2.93 3.92 0.01
H 0.88 -3.31 5.49 0.36
```

Calculated values
Total charge: -1
HOMO, Ha: -0.16585
Max |F|, hartree/bohr: 0.00651
Total energy, eV: -101048.725

***

Record 3
Entry from the OMol25 dataset: a structure of composition C42H48BrF4N5PSbSi3W at a distorted geometry (ωB97M-V/def2-TZVPD).

```
106
Properties=species:S:1:pos:R:3:mulliken_spin:R:1
W 0.49 -0.04 0.51 0.97
F -2.77 -7.24 3.16 0.00
C -2.48 -6.05 2.67 0.05
C -3.41 -5.08 2.55 0.15
F -4.67 -5.26 2.89 0.02
C -3.03 -3.77 2.02 0.19
F -4.06 -2.97 1.95 0.04
C -1.74 -3.38 1.60 0.03
P -1.68 -1.36 1.16 0.05
C -1.77 -1.25 3.03 -0.01
C -2.84 -0.87 3.83 0.00
C -2.72 -0.85 5.22 0.00
C -1.52 -1.21 5.82 0.01
C -0.45 -1.60 5.02 0.01
C -0.58 -1.63 3.65 0.02
C -2.66 -1.84 -0.39 -0.02
C -3.82 -1.32 -0.95 0.00
C -4.31 -1.80 -2.17 0.00
C -3.64 -2.79 -2.86 0.00
C -2.47 -3.30 -2.33 0.00
C -2.00 -2.84 -1.11 0.00
C -0.84 -4.41 1.68 0.12
Br 0.89 -4.33 1.08 0.05
C -1.19 -5.73 2.23 0.23
F -0.28 -6.64 2.32 0.06
H -3.79 -0.57 3.41 0.00
H -3.56 -0.54 5.82 0.00
H -1.42 -1.19 6.90 0.00
H 0.50 -1.87 5.48 0.00
H 0.28 -1.92 3.05 0.01
H -4.38 -0.52 -0.51 0.00
H -5.22 -1.37 -2.57 0.00
H -4.03 -3.16 -3.81 0.00
H -1.91 -4.06 -2.87 0.00
H -1.06 -3.24 -0.75 0.00
C -1.61 0.81 -2.56 0.03
Sb -0.10 1.85 -1.42 -0.06
C -0.49 1.32 1.52 -0.08
C -1.92 1.56 1.31 -0.06
C -2.48 2.84 1.26 -0.02
C -3.85 2.99 1.20 0.00
C -4.66 1.86 1.24 -0.01
C -4.05 0.63 1.23 0.00
N -2.71 0.48 1.19 -0.02
Si 0.40 2.46 2.80 -0.03
C -0.82 3.26 3.93 0.00
C 1.44 1.31 3.85 0.03
C 1.40 3.73 1.91 0.00
C 1.75 1.31 -2.46 -0.01
C 2.77 1.30 -1.36 0.01
C 4.13 1.49 -1.66 0.01
C 5.09 1.53 -0.68 0.00
C 4.69 1.41 0.65 0.00
C 3.37 1.18 0.90 0.03
N 2.42 1.09 -0.06 0.06
Si 1.71 -0.39 -3.24 0.00
C 0.97 -1.59 -1.96 0.07
C 0.71 -0.48 -4.79 0.00
C 3.40 -1.06 -3.58 0.00
Si 2.04 2.72 -3.73 0.01
C 3.29 2.29 -5.04 0.00
C 2.58 4.23 -2.80 0.00
C 0.43 3.09 -4.59 0.00
H -2.55 0.99 -2.06 0.00
H -1.44 -0.26 -2.64 -0.01
H -1.66 1.26 -3.56 0.00
H -1.83 3.70 1.28 -0.01
H -4.29 3.98 1.16 0.00
H -5.74 1.93 1.27 0.00
H -4.64 -0.28 1.25 0.00
H -1.64 2.59 4.21 0.00
H -1.24 4.19 3.54 0.00
H -0.28 3.52 4.85 0.00
H 0.85 0.99 4.72 0.00
H 2.34 1.81 4.23 0.00
H 1.75 0.39 3.34 -0.01
H 1.00 3.97 0.92 0.00
H 2.44 3.44 1.80 0.00
H 1.38 4.66 2.50 0.00
H 4.42 1.60 -2.70 0.00
H 6.13 1.66 -0.93 0.00
H 5.39 1.45 1.47 0.00
H 3.03 1.03 1.91 -0.05
H 0.41 -1.07 -1.15 0.10
H 1.73 -2.23 -1.51 -0.01
H 0.20 -2.23 -2.40 0.00
H -0.36 -0.32 -4.62 0.00
H 0.84 -1.47 -5.25 0.00
H 1.05 0.25 -5.52 0.00
H 4.01 -1.13 -2.67 0.00
H 3.96 -0.47 -4.31 0.00
H 3.31 -2.07 -3.99 0.00
H 4.32 2.25 -4.69 0.00
H 3.25 3.07 -5.81 0.00
H 3.06 1.34 -5.54 0.00
H 3.49 4.08 -2.23 0.00
H 1.79 4.56 -2.11 0.00
H 2.76 5.05 -3.50 0.00
H 0.01 2.22 -5.10 0.00
H 0.62 3.85 -5.35 0.00
H -0.33 3.49 -3.91 0.00
N 6.43 -1.58 0.40 0.00
C 5.33 -1.92 0.47 0.00
N 4.06 -2.31 0.50 0.02
C 3.00 -1.78 0.83 0.08
N 1.92 -1.35 1.08 -0.07
```

Calculated values
Total charge: +2
HOMO (spin up / spin down), Ha: -0.46745 / -0.46678
<S²>: 2.059
Multiplicity: 3
Relative energy (zero: lowest compared OMol25 entry of this formula, charge and spin), kcal per mole: 87.0
Max |F|, hartree/bohr: 0.04641
Total energy, eV: -173963.417

***

Record 4
Entry from the OMol25 dataset: a structure of composition C42H48GeN13O4SSeW (ωB97M-V/def2-TZVPD).

```
111
Properties=species:S:1:pos:R:3:mulliken_spin:R:1
W -0.24 0.86 0.22 1.57
C -5.16 6.60 4.57 0.00
C -4.23 5.64 3.87 0.00
C -4.62 4.32 3.63 0.00
C -3.76 3.42 3.03 0.00
C -2.50 3.88 2.65 0.00
C -2.08 5.19 2.85 0.00
C -2.96 6.06 3.47 0.00
S -1.40 2.74 2.01 0.00
O -1.08 1.75 3.01 0.01
O -0.23 3.33 1.33 0.01
N -2.09 1.84 0.80 -0.04
C -2.29 2.55 -0.40 0.07
C -3.24 3.49 -0.72 -0.02
C -3.22 3.99 -2.02 0.02
C -2.26 3.53 -2.93 -0.01
C -1.35 2.59 -2.52 0.03
N -1.36 2.13 -1.27 -0.04
H -6.20 6.32 4.43 0.00
H -5.01 7.62 4.22 0.00
H -4.95 6.59 5.64 0.00
H -5.61 3.99 3.94 0.00
H -4.06 2.39 2.87 0.00
H -1.09 5.51 2.55 0.00
H -2.65 7.09 3.64 0.00
H -3.97 3.81 0.01 0.00
H -3.95 4.73 -2.32 0.00
H -2.24 3.90 -3.95 0.00
H -0.59 2.19 -3.19 0.00
C 4.76 0.56 2.99 0.00
N 3.30 0.66 2.77 0.00
C 2.68 0.86 1.63 0.01
N 1.36 0.69 1.81 0.11
C 1.27 0.38 3.15 0.00
N 2.42 0.33 3.75 0.00
C 5.38 -0.41 1.99 0.00
C 6.60 -0.15 1.39 0.00
C 7.12 -1.04 0.45 0.00
C 6.39 -2.15 0.07 0.00
C 5.16 -2.41 0.66 0.00
C 4.68 -1.56 1.65 0.00
C 4.29 -3.49 0.18 0.00
N 4.31 -4.10 -0.94 0.00
N 3.16 -4.91 -0.96 0.00
C 2.57 -4.71 0.16 0.00
O 3.22 -3.81 0.94 0.00
C 1.25 -5.17 0.62 0.00
C 0.53 -6.13 -0.09 0.00
C -0.76 -6.43 0.31 0.00
C -1.37 -5.73 1.35 0.00
C -0.64 -4.77 2.05 0.00
C -1.29 -3.87 3.08 0.00
N -1.50 -2.52 2.47 0.01
C -0.58 -1.71 2.01 0.04
N -1.17 -0.72 1.34 0.02
C -2.51 -0.99 1.46 0.02
N -2.74 -2.09 2.12 0.00
C 0.68 -4.54 1.71 0.00
H 4.87 0.22 4.02 0.00
H 5.22 1.54 2.91 0.00
H 3.18 1.14 0.73 0.01
H 0.34 0.23 3.67 0.00
H 7.17 0.74 1.66 0.00
H 8.08 -0.84 0.01 0.00
H 6.77 -2.84 -0.69 0.00
H 3.73 -1.78 2.12 0.00
H 0.99 -6.64 -0.93 0.00
H -1.32 -7.20 -0.21 0.00
H -2.40 -5.94 1.62 0.00
H -0.69 -3.75 3.97 0.00
H -2.29 -4.21 3.35 0.00
H 0.48 -1.86 2.10 0.01
H -3.28 -0.37 1.04 0.01
H 1.29 -3.86 2.30 0.00
C -4.60 -2.21 -4.16 0.00
Ge -2.81 -1.48 -4.13 0.00
C -2.55 0.10 -5.23 0.00
C -1.43 -2.79 -4.55 0.00
C -2.57 -0.79 -2.25 0.00
Se -0.70 -0.73 -1.74 0.07
C -0.54 -2.54 -1.07 0.01
H -4.83 -2.61 -5.15 0.00
H -5.33 -1.45 -3.91 0.00
H -4.67 -3.03 -3.44 0.00
H -2.60 -0.18 -6.28 0.00
H -1.56 0.53 -5.05 0.00
H -3.31 0.86 -5.04 0.00
H -1.32 -2.82 -5.64 0.00
H -1.71 -3.79 -4.22 0.00
H -0.46 -2.53 -4.13 0.00
H -3.11 -1.37 -1.50 0.00
H -2.93 0.24 -2.23 0.01
H -0.65 -3.20 -1.92 0.00
H -1.33 -2.72 -0.34 0.00
H 0.45 -2.65 -0.63 0.00
C 3.68 -0.87 -2.69 0.00
N 3.04 0.43 -2.38 0.00
C 3.34 1.57 -3.06 0.01
C 2.78 2.76 -2.75 0.00
C 1.83 2.79 -1.70 0.03
N 1.49 1.64 -1.09 0.05
C 2.11 0.47 -1.38 -0.02
O 1.80 -0.51 -0.69 -0.02
N 1.27 3.92 -1.27 0.01
H 4.27 -0.75 -3.60 0.00
H 2.92 -1.63 -2.84 0.00
H 4.32 -1.17 -1.87 0.00
H 4.07 1.47 -3.85 0.00
H 3.05 3.66 -3.29 0.00
H 1.54 4.80 -1.67 0.00
H 0.69 3.92 -0.44 0.00
```

Calculated values
Total charge: +3
HOMO (spin up / spin down), Ha: -0.55307 / -0.55308
<S²>: 2.019
Multiplicity: 3
Max |F|, hartree/bohr: 0.01848
Total energy, eV: -206396.378